Entry 1:
Density functional theory data (wB97M-V/def2-TZVPD) for a 13-piece molecular cluster, C39H78O39 overall at a distorted geometry.

XYZ file:
```
156
Properties=species:S:1:pos:R:3
C -3.457 -0.990 -1.864
O -4.271 -1.851 -1.095
C -5.581 -1.874 -1.292
O -6.200 -1.262 -2.117
O -6.076 -2.767 -0.443
C -7.457 -2.725 -0.156
H -3.294 -1.361 -2.880
H -2.510 -0.900 -1.342
H -3.868 0.015 -1.998
H -7.650 -2.840 0.906
H -7.956 -3.496 -0.744
H -7.898 -1.771 -0.460
C 0.696 -2.385 -3.987
O 0.779 -1.168 -4.703
C 1.413 -1.153 -5.870
O 1.901 -2.081 -6.450
O 1.484 0.127 -6.221
C 2.199 0.453 -7.407
H 0.313 -3.236 -4.542
H 0.023 -2.190 -3.146
H 1.605 -2.638 -3.433
H 3.280 0.338 -7.278
H 1.963 1.484 -7.637
H 1.949 -0.246 -8.207
C 0.275 3.418 0.797
O 1.423 3.625 1.606
C 2.564 3.870 0.966
O 2.696 4.057 -0.214
O 3.544 3.874 1.858
C 4.837 4.175 1.323
H -0.227 4.357 0.528
H -0.373 2.751 1.353
H 0.506 3.039 -0.197
H 5.131 3.436 0.576
H 5.542 4.178 2.145
H 4.811 5.133 0.801
C -1.439 0.546 3.464
O -1.318 0.170 4.827
C -2.397 0.241 5.591
O -3.459 0.704 5.270
O -2.086 -0.276 6.775
C -3.103 -0.250 7.773
H -1.557 1.624 3.338
H -2.287 0.101 2.959
H -0.536 0.203 2.975
H -3.746 0.618 7.670
H -2.589 -0.252 8.732
H -3.673 -1.180 7.735
C -3.589 4.705 -7.460
O -3.574 4.048 -6.203
C -3.064 2.804 -6.182
O -2.812 2.133 -7.147
O -2.930 2.444 -4.922
C -2.397 1.148 -4.684
H -4.618 4.829 -7.805
H -3.093 4.126 -8.235
H -3.132 5.685 -7.343
H -2.457 0.995 -3.613
H -1.336 1.106 -4.947
H -2.916 0.404 -5.285
C 0.583 -1.942 1.935
O 0.606 -0.707 1.232
C 0.106 -0.649 0.006
O -0.475 -1.540 -0.559
O 0.330 0.571 -0.444
C -0.062 0.903 -1.788
H -0.359 -2.065 2.467
H 1.388 -1.972 2.664
H 0.675 -2.770 1.231
H 0.125 0.117 -2.513
H 0.589 1.749 -1.996
H -1.081 1.279 -1.732
C 7.570 -5.829 0.718
O 7.088 -4.495 0.848
C 5.763 -4.381 0.930
O 4.964 -5.277 0.907
O 5.470 -3.091 1.045
C 4.082 -2.761 0.956
H 8.589 -5.762 0.336
H 6.990 -6.393 -0.009
H 7.626 -6.343 1.676
H 3.803 -2.818 -0.095
H 3.925 -1.764 1.360
H 3.484 -3.407 1.599
C -6.950 -4.536 3.679
O -5.816 -3.808 3.201
C -4.977 -4.461 2.406
O -5.177 -5.523 1.883
O -3.872 -3.740 2.277
C -2.942 -4.110 1.273
H -6.995 -4.435 4.765
H -6.855 -5.594 3.455
H -7.842 -4.076 3.259
H -2.333 -3.223 1.119
H -3.418 -4.408 0.340
H -2.323 -4.952 1.588
C 7.923 2.559 -2.713
O 6.796 2.504 -3.559
C 5.615 2.458 -2.935
O 5.429 2.652 -1.767
O 4.700 2.171 -3.853
C 3.407 1.785 -3.409
H 7.954 1.770 -1.958
H 8.007 3.507 -2.175
H 8.818 2.459 -3.323
H 3.471 1.009 -2.637
H 2.931 1.337 -4.274
H 2.864 2.600 -2.930
C -4.553 -0.645 1.715
O -4.843 0.537 0.997
C -3.866 1.324 0.585
O -2.677 1.125 0.687
O -4.405 2.394 0.023
C -3.510 3.255 -0.698
H -3.794 -1.211 1.171
H -5.414 -1.304 1.755
H -4.189 -0.544 2.736
H -3.167 2.816 -1.636
H -2.634 3.454 -0.081
H -4.102 4.141 -0.897
C 1.137 5.545 -2.610
O -0.186 5.821 -3.063
C -1.025 4.788 -3.120
O -0.757 3.660 -2.796
O -2.212 5.126 -3.589
C -2.548 6.481 -3.866
H 1.554 4.700 -3.156
H 1.163 5.336 -1.544
H 1.719 6.431 -2.848
H -1.971 6.847 -4.721
H -2.233 7.148 -3.062
H -3.613 6.517 -4.049
C 0.201 -6.048 4.115
O 1.038 -5.095 4.765
C 0.552 -3.869 4.889
O -0.454 -3.471 4.347
O 1.412 -3.149 5.584
C 1.124 -1.792 5.879
H -0.683 -6.239 4.720
H 0.790 -6.956 4.046
H -0.058 -5.672 3.127
H 0.294 -1.690 6.587
H 0.672 -1.280 5.029
H 2.028 -1.315 6.229
C 6.466 -0.649 4.029
O 5.519 0.410 3.940
C 4.256 0.007 3.844
O 3.876 -1.138 3.904
O 3.491 1.066 3.623
C 2.068 0.830 3.609
H 6.185 -1.380 4.784
H 7.422 -0.196 4.260
H 6.503 -1.177 3.074
H 1.588 1.445 4.368
H 1.861 -0.219 3.754
H 1.776 1.169 2.617
```

total energy = -4467.2687 hartree
LUMO energy = 0.0160 hartree
net charge = 0
ΔE to the lowest compared entry with this formula, charge and spin = 6.85 kcal per mole

Atomic partial charges in e from the Mulliken method, atoms 1 to 99: number 1, C, carries -1.151; number 2, O, carries 0.021; number 3, C, carries 0.703; number 4, O, carries -0.615; number 5, O, carries -0.227; number 6, C, carries -0.813; number 7, H, carries 0.667; number 8, H, carries 0.200; number 9, H, carries 0.394; number 10, H, carries 0.150; number 11, H, carries 0.329; number 12, H, carries 0.401; number 13, C, carries -0.632; number 14, O, carries -0.059; number 15, C, carries 0.569; number 16, O, carries -0.590; number 17, O, carries -0.152; number 18, C, carries -0.788; number 19, H, carries 0.380; number 20, H, carries 0.005; number 21, H, carries 0.328; number 22, H, carries 0.311; number 23, H, carries 0.232; number 24, H, carries 0.347; number 25, C, carries 0.396; number 26, O, carries -0.337; number 27, C, carries 0.688; number 28, O, carries -0.478; number 29, O, carries -0.314; number 30, C, carries -0.561; number 31, H, carries 0.556; number 32, H, carries -0.216; number 33, H, carries -0.377; number 34, H, carries 0.200; number 35, H, carries 0.272; number 36, H, carries 0.284; number 37, C, carries 0.972; number 38, O, carries 0.039; number 39, C, carries 0.653; number 40, O, carries -0.601; number 41, O, carries -0.292; number 42, C, carries -0.811; number 43, H, carries 0.488; number 44, H, carries -0.808; number 45, H, carries -0.740; number 46, H, carries 0.343; number 47, H, carries 0.246; number 48, H, carries 0.302; number 49, C, carries -0.772; number 50, O, carries -0.269; number 51, C, carries 0.684; number 52, O, carries -0.586; number 53, O, carries -0.169; number 54, C, carries 0.005; number 55, H, carries 0.290; number 56, H, carries 0.365; number 57, H, carries 0.226; number 58, H, carries -0.556; number 59, H, carries 0.178; number 60, H, carries 0.535; number 61, C, carries -0.912; number 62, O, carries 0.154; number 63, C, carries 0.501; number 64, O, carries -0.549; number 65, O, carries -0.013; number 66, C, carries 0.958; number 67, H, carries 0.227; number 68, H, carries -0.067; number 69, H, carries 0.679; number 70, H, carries -0.087; number 71, H, carries -0.260; number 72, H, carries -0.355; number 73, C, carries -0.673; number 74, O, carries -0.330; number 75, C, carries 0.706; number 76, O, carries -0.556; number 77, O, carries -0.240; number 78, C, carries -0.649; number 79, H, carries 0.242; number 80, H, carries 0.315; number 81, H, carries 0.287; number 82, H, carries 0.421; number 83, H, carries 0.038; number 84, H, carries 0.407; number 85, C, carries -0.845; number 86, O, carries -0.226; number 87, C, carries 0.531; number 88, O, carries -0.615; number 89, O, carries 0.164; number 90, C, carries -0.395; number 91, H, carries 0.237; number 92, H, carries 0.375; number 93, H, carries 0.275; number 94, H, carries -0.165; number 95, H, carries 0.321; number 96, H, carries 0.359; number 97, C, carries -0.654; number 98, O, carries -0.359; number 99, C, carries 0.628

Entry 2:
Density functional theory data (wB97M-V/def2-TZVPD) for a 3-piece molecular cluster, C19H25BrNO10 overall.

XYZ file:
```
56
Properties=species:S:1:pos:R:3
O 4.089 -4.075 2.969
C 4.431 -2.954 3.059
Br 6.049 -2.489 4.083
C 3.756 -1.717 2.515
N 2.816 -2.014 1.452
C 2.222 -0.800 0.938
O 1.146 -0.369 1.276
C 3.112 -0.300 -0.108
C 3.225 0.985 -0.604
O 2.430 2.002 -0.182
C 4.209 1.211 -1.557
C 5.010 0.157 -1.998
C 4.897 -1.153 -1.516
C 5.851 -2.237 -2.047
O 6.290 -1.997 -3.187
O 6.069 -3.175 -1.276
C 3.926 -1.354 -0.554
C 3.466 -2.564 0.216
O 3.443 -3.722 -0.050
H 4.540 -1.004 2.227
H 3.217 -1.277 3.359
H 1.636 1.618 0.216
H 4.328 2.207 -1.964
H 5.769 0.345 -2.745
C -1.437 0.176 -4.593
O -2.130 -0.234 -3.430
C -1.279 -0.803 -2.442
C -0.977 0.169 -1.327
O -0.189 1.262 -1.776
C -0.927 2.450 -1.972
H -2.136 0.746 -5.204
H -0.579 0.807 -4.349
H -1.091 -0.690 -5.168
H -0.347 -1.155 -2.894
H -1.801 -1.669 -2.023
H -0.400 -0.346 -0.555
H -1.905 0.530 -0.869
H -1.248 2.874 -1.013
H -1.807 2.279 -2.599
H -0.270 3.163 -2.468
C -5.562 1.467 4.158
O -6.141 0.764 3.076
C -6.054 1.455 1.840
C -4.941 0.918 0.968
O -3.666 1.174 1.528
C -3.081 0.044 2.152
H -5.527 0.786 5.007
H -4.547 1.798 3.926
H -6.172 2.337 4.428
H -5.909 2.527 2.009
H -7.008 1.318 1.322
H -4.982 1.421 -0.004
H -5.081 -0.155 0.800
H -2.776 -0.692 1.402
H -3.764 -0.427 2.863
H -2.193 0.383 2.683
```

total energy = -4120.1682 hartree
LUMO energy = 0.0828 hartree
net charge = -1
ΔE to the lowest compared entry with this formula, charge and spin = 0.00 kcal per mole

The net atomic charges from natural (NBO), expressed in e, are: number 1, O, carries -0.448; number 2, C, carries 0.560; number 3, Br, carries -0.102; number 4, C, carries -0.348; number 5, N, carries -0.544; number 6, C, carries 0.709; number 7, O, carries -0.575; number 8, C, carries -0.300; number 9, C, carries 0.411; number 10, O, carries -0.682; number 11, C, carries -0.295; number 12, C, carries -0.119; number 13, C, carries -0.107; number 14, C, carries 0.740; number 15, O, carries -0.758; number 16, O, carries -0.731; number 17, C, carries -0.097; number 18, C, carries 0.698; number 19, O, carries -0.441; number 20, H, carries 0.222; number 21, H, carries 0.249; number 22, H, carries 0.501; number 23, H, carries 0.216; number 24, H, carries 0.243; number 25, C, carries -0.252; number 26, O, carries -0.557; number 27, C, carries -0.091; number 28, C, carries -0.101; number 29, O, carries -0.555; number 30, C, carries -0.251; number 31, H, carries 0.182; number 32, H, carries 0.181; number 33, H, carries 0.167; number 34, H, carries 0.183; number 35, H, carries 0.182; number 36, H, carries 0.207; number 37, H, carries 0.174; number 38, H, carries 0.167; number 39, H, carries 0.172; number 40, H, carries 0.190; number 41, C, carries -0.252; number 42, O, carries -0.551; number 43, C, carries -0.087; number 44, C, carries -0.089; number 45, O, carries -0.554; number 46, C, carries -0.255; number 47, H, carries 0.189; number 48, H, carries 0.181; number 49, H, carries 0.162; number 50, H, carries 0.172; number 51, H, carries 0.181; number 52, H, carries 0.184; number 53, H, carries 0.176; number 54, H, carries 0.172; number 55, H, carries 0.173; number 56, H, carries 0.200